No. 1
Density functional theory data (ωB97M-V with the def2-TZVPD basis set) for a molecular structure, C10H30F4InN2O13S4 at a distorted geometry.

Geometry as ORCA input:
```
! RIJCOSX wB97M-V def2-TZVPD def2/J DEFGRID3
* xyz 1 1
O -0.500 0.891 -0.604
In 4.483 -3.588 -0.723
O -4.998 0.652 3.830
H -2.173 -4.231 1.924
H 9.387 1.914 -0.411
H 9.335 2.961 0.999
H -5.906 1.727 -0.721
F 0.828 -0.676 -1.805
H -1.205 -3.156 0.798
H 9.237 0.747 1.742
C -3.479 2.367 4.756
C -6.023 0.878 -1.395
O 0.939 1.774 1.734
S 3.024 -7.649 -4.822
F 4.508 -7.780 -4.226
O 8.095 -0.135 0.210
O 3.288 -7.512 -6.249
H -0.506 -5.526 2.511
H -2.431 2.557 4.986
C -6.281 1.324 -2.830
O 0.361 -7.117 -4.799
O 2.550 -8.907 -4.314
F 3.224 1.245 1.635
N 2.098 0.252 0.002
C -0.142 -4.777 1.808
H -6.991 2.146 -2.916
O -2.502 8.057 -0.300
H -5.297 1.679 -3.136
H -3.846 3.212 4.172
H -3.196 0.128 4.533
H -2.613 8.809 0.287
H 8.898 -0.484 -0.183
C -2.885 5.753 -0.287
H -3.963 5.865 -0.404
F 0.654 -5.370 -3.361
H -3.964 2.276 5.728
O 1.454 -4.936 -5.471
O 1.333 1.656 -2.126
H -4.223 0.006 -1.497
H -7.035 0.529 -1.191
H -0.067 -5.370 0.897
O 1.097 -4.334 2.198
O -5.136 -0.240 -1.332
C -1.250 -3.678 1.753
S 1.963 1.626 0.712
O 2.516 2.791 0.034
C 8.736 2.298 0.375
H -2.935 6.839 1.368
H -4.961 0.015 3.113
H 7.630 1.045 1.834
H 7.803 2.724 0.006
S 0.899 0.747 -1.078
H -1.076 -2.932 2.529
H 1.108 -4.440 3.152
N 2.604 -6.311 -3.835
C -2.311 6.929 0.479
C -3.631 1.006 4.055
H -2.575 5.588 -1.319
H -3.159 1.116 3.079
H -6.544 0.481 -3.469
H -1.268 6.721 0.716
H -2.777 4.903 0.388
S 1.382 -6.076 -4.617
C 8.411 0.991 1.075
*
```

The value obtained for the LUMO energy is -10.84 eV. The relative energy (zero: lowest compared OMol25 entry of this formula, charge and spin) comes out at 0.00 kcal/mol. The HOMO energy is -12.2 eV. The value obtained for the energy is -99813.723 eV.

Calculated atomic charges, method natural (NBO), unit e: -0.781 0.992 -0.627 0.221 0.207 0.226 0.181 -0.485 0.209 0.161 -0.633 -0.080 -0.756 2.299 -0.492 -0.749 -0.769 0.158 0.223 -0.612 -0.724 -0.778 -0.509 -0.825 -0.063 0.227 -0.638 0.198 0.224 0.193 0.480 0.468 -0.618 0.211 -0.526 0.225 -0.737 -0.768 0.476 0.190 0.171 -0.721 -0.642 -0.635 2.317 -0.743 -0.635 0.176 0.474 0.175 0.216 2.270 0.209 0.478 -0.869 -0.077 -0.071 0.221 0.177 0.224 0.186 0.204 2.365 -0.067

No. 2
Density functional theory data (ωB97M-V with the def2-TZVPD basis set) for a molecular structure, C35H65CoN2O2SSbSi4Te at a distorted geometry.

Geometry as ORCA input:
```
! RIJCOSX wB97M-V def2-TZVPD def2/J DEFGRID3
* xyz 1 1
C -4.368 0.675 0.255
C 2.891 -4.645 3.685
Si -3.760 2.068 1.326
H 5.984 -1.155 1.567
H -5.283 3.807 0.414
H -0.653 -2.896 -4.446
C 5.340 -1.179 0.688
C 2.610 -5.878 4.503
H -4.686 4.266 2.015
H -1.906 0.684 -4.984
H -2.875 -0.544 -2.921
C -5.037 3.425 1.409
C 2.814 -2.732 -4.575
H 1.708 -6.383 4.155
C 1.410 -2.128 -4.473
C -0.832 4.235 -2.760
H 2.403 -5.577 1.813
H -3.385 1.804 -2.557
C -1.889 -0.972 -2.737
C -0.784 -0.071 -3.297
Si -1.847 3.020 0.378
H -5.961 3.048 1.861
N -1.094 -4.637 0.927
C -0.585 -3.688 -0.957
H -0.819 0.889 -2.777
H -1.457 -5.281 1.607
Si -0.736 4.565 1.741
O 2.878 -1.124 -0.088
H -0.186 3.360 -2.851
H 0.087 2.814 3.296
C 3.869 0.429 -3.306
Sb 1.148 -0.877 -2.725
H -1.979 6.619 1.061
H 3.862 -1.400 4.021
H -1.620 -5.649 -0.907
H -3.122 2.272 3.704
C 2.995 -3.544 1.528
C 2.738 -4.666 2.296
H -5.212 0.174 0.739
H 2.816 2.786 -2.414
H 0.190 -1.603 6.156
H -4.046 5.507 -0.791
H -1.333 3.639 3.955
H 5.386 -2.149 0.194
C -0.758 -3.675 3.675
Co 0.772 -1.129 -0.072
H -4.703 1.042 -0.719
H -1.283 -4.615 3.537
H 0.543 -3.963 -3.695
C 3.415 -2.384 2.162
H 4.196 -0.145 -2.435
H 0.696 5.525 -0.043
H -0.238 5.045 -2.325
H 1.182 2.245 -2.046
C -1.166 -4.791 -0.442
H -0.961 -0.750 -5.366
H 4.081 -0.157 -4.198
H 2.845 -3.553 0.455
C 3.314 -3.465 4.290
H -1.281 6.774 2.675
O 0.981 -1.061 1.792
C -0.270 -2.967 2.566
C 0.064 -1.993 5.154
H -2.485 6.308 -1.008
H -4.591 3.057 -2.273
C 2.392 0.818 -3.192
C -3.172 5.579 -1.443
C 0.373 -3.252 -4.506
C 0.418 -1.760 2.762
H -1.887 -1.956 -3.208
C -3.379 1.445 3.037
C -0.485 -3.465 1.214
C 3.568 -2.326 3.537
H 0.247 4.435 3.995
C 0.554 -1.286 4.080
H 0.470 -3.811 -5.441
H 3.435 -6.588 4.424
H 1.471 4.123 0.714
C -0.595 -3.212 4.960
Te -0.082 1.200 0.439
H 1.066 -0.340 4.211
S 3.661 -0.909 1.214
H -3.569 3.127 -3.716
H 4.486 1.332 -3.361
Si -2.356 3.925 -1.731
H 1.452 5.685 1.551
H -4.250 0.931 3.455
C -1.788 6.085 1.993
C 0.868 5.016 0.911
H -0.437 -3.422 -1.985
H -0.162 0.817 -5.201
C 2.217 1.910 -2.142
C -0.952 0.180 -4.794
H 5.604 -0.375 0.001
H 3.070 -3.305 -3.680
H -3.582 -0.069 0.084
H 2.025 1.173 -4.157
H 2.854 -3.421 -5.424
N -0.155 -2.870 0.076
H 2.480 -5.633 5.556
H -1.794 -1.120 -1.660
C -0.403 3.787 3.399
H -2.538 0.744 3.036
H -2.755 5.829 2.436
H 3.423 -3.428 5.368
H -1.129 4.538 -3.769
H -3.503 5.972 -2.411
C -3.582 2.870 -2.652
H 1.235 -1.437 -5.299
H 2.553 1.569 -1.160
H 3.591 -1.986 -4.728
H -0.983 -3.774 5.798
*
```

The value obtained for the LUMO energy (spin up / spin down) is -4.17 / -4.16 eV. The HOMO energy (spin up / spin down) is -9.6 / -9.6 eV. The value obtained for the energy is -138225.223 eV.

Results of the Mulliken charge analysis, in e, for atoms 1 through 99: -0.619 0.873 0.424 0.412 0.231 0.240 -1.265 -1.682 0.251 0.383 0.503 -1.043 -1.352 0.367 0.448 -0.798 0.442 -0.260 -1.081 1.523 0.207 0.414 -0.036 -0.267 -0.856 0.155 0.518 0.143 -0.060 0.074 -1.520 0.307 0.289 0.461 0.467 0.268 -0.548 -0.846 0.480 0.720 0.471 0.298 0.283 0.371 -0.459 -0.117 0.281 0.342 0.344 0.365 0.128 0.264 0.298 -0.588 -1.201 0.357 0.307 0.467 -0.703 0.423 0.876 0.053 -0.706 0.245 0.369 0.568 -1.199 -1.541 0.225 0.240 -0.733 0.742 -0.378 0.412 -0.762 0.528 0.365 0.194 -1.076 -1.186 0.589 0.337 0.424 0.459 0.623 0.407 0.405 -1.024 -0.897 -0.171 0.391 -0.545 -1.644 0.440 0.287 -0.096 0.463 0.419 1.232